Entry 1:
DFT (ωB97M-V/def2-TZVPD) results for a single C6H12O molecule.

- structure (SMILES) = CCCCCC=O
- largest force on an atom (eV/A) = 3.35
- E_LUMO (hartree) = 0.039
- HOMO-LUMO gap (hartree) = 0.3990
- E_tot (eV) = -8463.46741
- relative energy (zero: lowest compared OMol25 entry of this formula, charge and spin) (kcal/mol) = 20.4

Structure (ORCA input):
```
! RIJCOSX wB97M-V def2-TZVPD def2/J DEFGRID3
* xyz 0 1
C -2.39 -1.18 0.62
C -1.68 -0.29 -0.36
C -0.19 -0.39 -0.13
C 0.64 0.59 -0.92
C 2.07 0.57 -0.44
C 2.21 1.04 0.95
O 1.36 1.62 1.58
H -2.07 -2.22 0.53
H -2.15 -0.85 1.63
H -3.46 -1.11 0.48
H -1.96 -0.61 -1.37
H -2.03 0.74 -0.26
H 0.13 -1.42 -0.35
H 0.16 -0.25 1.05
H 0.65 0.35 -1.98
H 0.25 1.61 -0.80
H 2.66 1.25 -1.05
H 2.54 -0.41 -0.50
H 3.24 0.97 1.33
*
```



Entry 2:
DFT (ωB97M-V/def2-TZVPD) results for 2 unconnected molecules or ions with the total composition C6H12O.

- structure (SMILES) = C1=CCC1.COC
- largest force on an atom (eV/A) = 0.30
- E_LUMO (hartree) = 0.040
- HOMO-LUMO gap (hartree) = 0.3786
- E_tot (eV) = -8461.58541
- relative energy (zero: lowest compared OMol25 entry of this formula, charge and spin) (kcal/mol) = 63.8

Structure (ORCA input):
```
! RIJCOSX wB97M-V def2-TZVPD def2/J DEFGRID3
* xyz 0 1
C 0.96 -1.58 -0.30
C 2.06 -0.94 0.10
C 2.02 0.07 -1.03
C 0.73 -0.67 -1.48
H 0.41 -2.43 0.09
H 2.74 -1.06 0.94
H 1.88 1.11 -0.73
H 2.86 0.01 -1.74
H 0.78 -1.14 -2.47
H -0.18 -0.05 -1.42
C -1.30 -0.15 1.58
O -0.78 0.96 0.89
C -1.78 1.66 0.20
H -0.47 -0.62 2.12
H -1.73 -0.89 0.88
H -2.08 0.15 2.30
H -1.29 2.45 -0.36
H -2.32 1.00 -0.50
H -2.51 2.10 0.89
*
```



Entry 3:
DFT (ωB97M-V/def2-TZVPD) results for a single C6H12O molecule.

- structure (SMILES) = CC[C@@]1(C)C[C@H]1O
- largest force on an atom (eV/A) = 1.18
- E_LUMO (hartree) = 0.034
- HOMO-LUMO gap (hartree) = 0.3813
- E_tot (eV) = -8462.56259
- relative energy (zero: lowest compared OMol25 entry of this formula, charge and spin) (kcal/mol) = 41.3

Structure (ORCA input):
```
! RIJCOSX wB97M-V def2-TZVPD def2/J DEFGRID3
* xyz 0 1
C 1.93 0.47 -0.58
C 1.05 -0.05 0.59
C -0.44 -0.37 0.10
C -0.58 -1.45 -1.02
C -1.59 -0.26 1.10
C -1.25 0.90 0.23
O -0.59 1.92 0.92
H 1.92 1.56 -0.70
H 1.57 0.04 -1.51
H 2.98 0.19 -0.45
H 1.20 0.68 1.41
H 1.43 -0.98 1.00
H -0.24 -1.13 -2.01
H 0.04 -2.33 -0.75
H -1.59 -1.87 -1.17
H -1.35 -0.21 2.16
H -2.56 -0.74 0.92
H -1.96 1.28 -0.50
H 0.01 2.38 0.30
*
```



Entry 4:
DFT (ωB97M-V/def2-TZVPD) results for a single C6H12O molecule.

- largest force on an atom (eV/A) = 0.48
- E_LUMO (hartree) = 0.023
- HOMO-LUMO gap (hartree) = 0.3285
- E_tot (eV) = -8460.49709
- relative energy (zero: lowest compared OMol25 entry of this formula, charge and spin) (kcal/mol) = 88.9

Structure (ORCA input):
```
! RIJCOSX wB97M-V def2-TZVPD def2/J DEFGRID3
* xyz 0 1
C -1.39 1.41 -1.41
C -0.33 1.30 -0.33
O -0.43 2.47 0.47
C -0.52 0.06 0.55
C -0.24 -1.27 -0.20
C 0.38 -1.94 0.96
C 1.86 -1.78 0.94
H -1.33 0.58 -2.11
H -1.26 2.35 -1.96
H -2.38 1.42 -0.94
H 0.67 1.24 -0.80
H 0.23 2.42 1.16
H -1.53 0.06 0.97
H 0.42 -1.09 -1.07
H -1.18 -1.73 -0.52
H 0.16 0.15 1.42
H 2.29 -1.04 0.23
H 2.20 -2.77 0.61
H 2.27 -1.64 1.94
*
```



Entry 5:
DFT (ωB97M-V/def2-TZVPD) results for 2 unconnected molecules or ions with the total composition C6H12O.

- largest force on an atom (eV/A) = 2.82
- E_LUMO (hartree) = 0.012
- HOMO-LUMO gap (hartree) = 0.3035
- E_tot (eV) = -8460.47779
- relative energy (zero: lowest compared OMol25 entry of this formula, charge and spin) (kcal/mol) = 89.4

Structure (ORCA input):
```
! RIJCOSX wB97M-V def2-TZVPD def2/J DEFGRID3
* xyz 0 1
C 0.66 0.34 -0.12
C 1.17 -0.90 -0.48
C 0.98 0.92 1.23
C -1.93 -0.25 0.48
C 0.21 1.31 -1.17
C -0.08 -2.25 -0.19
O 0.08 -3.32 -0.63
H 1.34 -1.09 -1.53
H 1.95 -1.32 0.15
H -1.13 -1.24 0.26
H -0.65 1.89 -0.82
H 1.00 2.03 -1.39
H 0.19 1.59 1.57
H 1.90 1.51 1.18
H 1.12 0.14 1.97
H -1.75 0.60 1.13
H -2.30 0.10 -0.48
H -2.71 -0.87 0.93
H -0.06 0.81 -2.10
*
```



Entry 6:
DFT (ωB97M-V/def2-TZVPD) results for 2 unconnected molecules or ions with the total composition C6H12O.

- structure (SMILES) = C=C(C)[C@H]1O[C@H]1C.[H][H]
- largest force on an atom (eV/A) = 0.32
- E_LUMO (hartree) = 0.040
- HOMO-LUMO gap (hartree) = 0.3833
- E_tot (eV) = -8461.62357
- relative energy (zero: lowest compared OMol25 entry of this formula, charge and spin) (kcal/mol) = 63.0

Structure (ORCA input):
```
! RIJCOSX wB97M-V def2-TZVPD def2/J DEFGRID3
* xyz 0 1
C -1.52 0.83 0.96
C -0.98 -0.27 0.42
C -1.57 -0.98 -0.76
C 0.23 -0.89 1.06
O 1.01 -1.79 0.28
C 1.63 -0.58 0.70
C 2.04 0.39 -0.37
H -1.08 1.32 1.82
H -2.41 1.28 0.54
H -2.39 -0.41 -1.20
H -0.80 -1.16 -1.52
H -1.94 -1.97 -0.46
H 0.07 -1.24 2.08
H 2.37 -0.74 1.48
H 1.27 0.49 -1.15
H 2.97 0.05 -0.84
H 2.23 1.38 0.05
H -0.49 2.23 -1.89
H -0.64 2.04 -1.19
*
```



Entry 7:
DFT (ωB97M-V/def2-TZVPD) results for 2 unconnected molecules or ions with the total composition C6H12O.

- structure (SMILES) = CC[C@H]1CO1.C=C
- largest force on an atom (eV/A) = 0.32
- E_LUMO (hartree) = 0.040
- HOMO-LUMO gap (hartree) = 0.4142
- E_tot (eV) = -8461.95474
- relative energy (zero: lowest compared OMol25 entry of this formula, charge and spin) (kcal/mol) = 55.3

Structure (ORCA input):
```
! RIJCOSX wB97M-V def2-TZVPD def2/J DEFGRID3
* xyz 0 1
C -2.77 -0.88 0.33
C -1.40 -0.49 -0.23
C -0.73 0.54 0.65
C 0.04 1.66 0.10
O -1.27 1.85 0.61
H -3.27 -1.60 -0.32
H -2.68 -1.32 1.32
H -3.41 0.01 0.41
H -0.76 -1.37 -0.31
H -1.51 -0.06 -1.24
H -0.48 0.20 1.66
H 0.84 2.10 0.69
H 0.14 1.75 -0.98
C 2.26 -0.66 -0.53
C 3.40 0.01 -0.51
H 1.65 -0.73 -1.42
H 1.88 -1.17 0.36
H 4.02 0.08 0.38
H 3.78 0.52 -1.40
*
```



Entry 8:
DFT (ωB97M-V/def2-TZVPD) results for a single C6H12O molecule.

- structure (SMILES) = C=CCCCCO
- largest force on an atom (eV/A) = 2.89
- E_LUMO (hartree) = 0.034
- HOMO-LUMO gap (hartree) = 0.3874
- E_tot (eV) = -8462.08496
- relative energy (zero: lowest compared OMol25 entry of this formula, charge and spin) (kcal/mol) = 52.3

Structure (ORCA input):
```
! RIJCOSX wB97M-V def2-TZVPD def2/J DEFGRID3
* xyz 0 1
C 0.60 0.86 2.77
C 0.28 0.32 1.60
C -0.21 1.08 0.41
C 0.53 0.78 -0.90
C 0.51 -0.77 -1.14
C -0.78 -1.58 -1.13
O -1.94 -0.94 -1.63
H 0.49 1.92 2.92
H 1.07 0.12 3.43
H 0.31 -0.75 1.57
H -0.04 2.14 0.67
H -1.27 1.16 0.33
H 1.65 1.01 -0.56
H 0.08 1.30 -1.74
H 1.27 -1.18 -0.52
H 0.95 -0.90 -2.14
H -1.06 -1.52 -0.07
H -0.69 -2.64 -1.45
H -1.75 -0.43 -2.41
*
```



Entry 9:
DFT (ωB97M-V/def2-TZVPD) results for a single C6H12O molecule.

- largest force on an atom (eV/A) = 2.38
- E_LUMO (hartree) = 0.028
- HOMO-LUMO gap (hartree) = 0.3285
- E_tot (eV) = -8460.30208
- relative energy (zero: lowest compared OMol25 entry of this formula, charge and spin) (kcal/mol) = 93.4

Structure (ORCA input):
```
! RIJCOSX wB97M-V def2-TZVPD def2/J DEFGRID3
* xyz 0 1
C 2.42 -0.32 -0.06
C 1.54 0.76 -0.63
C 0.18 0.79 -0.01
C -1.00 0.65 -0.79
C -2.17 0.08 -0.13
C -1.43 -1.39 0.47
O -0.30 -1.08 1.06
H 2.52 -0.18 1.01
H 1.96 -1.29 -0.20
H 3.41 -0.32 -0.52
H 2.03 1.72 -0.48
H 1.47 0.61 -1.70
H 0.07 1.11 1.01
H -0.70 1.86 -0.64
H -0.84 0.39 -1.84
H -3.04 -0.09 -0.77
H -2.44 0.58 0.80
H -2.25 -1.74 1.12
H -1.38 -2.04 -0.43
*
```



Entry 10:
DFT (ωB97M-V/def2-TZVPD) results for 2 unconnected molecules or ions with the total composition C6H12O.

- structure (SMILES) = C=C/C(C)=C/C.O
- largest force on an atom (eV/A) = 2.16
- E_LUMO (hartree) = 0.031
- HOMO-LUMO gap (hartree) = 0.3543
- E_tot (eV) = -8462.34058
- relative energy (zero: lowest compared OMol25 entry of this formula, charge and spin) (kcal/mol) = 46.4

Structure (ORCA input):
```
! RIJCOSX wB97M-V def2-TZVPD def2/J DEFGRID3
* xyz 0 1
C 1.05 -0.77 2.06
C -0.13 -0.34 1.61
C -0.36 0.48 0.39
C -1.78 0.34 -0.10
C 0.61 1.25 -0.10
C 0.50 2.06 -1.37
H 1.93 -0.64 1.41
H 1.19 -1.57 2.77
H -0.99 -0.17 2.25
H -2.52 1.02 0.32
H -2.12 -0.66 0.22
H -1.93 0.44 -1.18
H 1.61 1.38 0.33
H 1.40 1.92 -1.95
H 0.41 3.11 -1.09
H -0.38 1.70 -1.92
O 0.11 -2.52 -1.64
H 1.04 -2.74 -1.62
H 0.06 -1.69 -1.18
*
```



Entry 11:
DFT (ωB97M-V/def2-TZVPD) results for a single C6H12O molecule.

- structure (SMILES) = CCO[C@H]1C[C@H]1C
- largest force on an atom (eV/A) = 0.35
- E_LUMO (hartree) = 0.043
- HOMO-LUMO gap (hartree) = 0.3833
- E_tot (eV) = -8462.81234
- relative energy (zero: lowest compared OMol25 entry of this formula, charge and spin) (kcal/mol) = 35.5

Structure (ORCA input):
```
! RIJCOSX wB97M-V def2-TZVPD def2/J DEFGRID3
* xyz 0 1
C -2.61 0.59 0.47
C -1.37 0.93 -0.31
O -0.32 0.61 0.55
C 0.98 0.77 0.10
C 1.94 0.03 0.96
C 1.69 -0.44 -0.46
C 0.91 -1.71 -0.71
H -2.63 1.14 1.41
H -2.62 -0.48 0.71
H -3.48 0.84 -0.14
H -1.35 2.01 -0.56
H -1.34 0.35 -1.25
H 1.24 1.77 -0.27
H 1.50 -0.58 1.75
H 2.84 0.56 1.23
H 2.49 -0.24 -1.16
H 0.57 -1.77 -1.75
H 1.53 -2.59 -0.52
H 0.02 -1.79 -0.07
*
```



Entry 12:
DFT (ωB97M-V/def2-TZVPD) results for a single C6H12O molecule.

- structure (SMILES) = C[C@@H]1C[C@@H]1[C@@H](C)O
- largest force on an atom (eV/A) = 0.38
- E_LUMO (hartree) = 0.038
- HOMO-LUMO gap (hartree) = 0.4075
- E_tot (eV) = -8463.36193
- relative energy (zero: lowest compared OMol25 entry of this formula, charge and spin) (kcal/mol) = 22.9

Structure (ORCA input):
```
! RIJCOSX wB97M-V def2-TZVPD def2/J DEFGRID3
* xyz 0 1
C -2.02 -0.92 0.10
C -1.46 0.49 0.02
C -0.70 0.94 -1.19
C 0.02 0.77 0.12
C 1.03 -0.34 0.32
C 2.43 0.06 -0.11
O 1.11 -0.68 1.70
H -1.57 -1.58 -0.66
H -3.10 -0.91 -0.07
H -1.85 -1.39 1.08
H -2.09 1.24 0.48
H -0.50 0.20 -1.96
H -0.86 1.94 -1.58
H 0.30 1.69 0.65
H 0.71 -1.22 -0.27
H 2.45 0.28 -1.18
H 3.13 -0.76 0.10
H 2.76 0.94 0.44
H 0.21 -0.76 2.03
*
```



Entry 13:
DFT (ωB97M-V/def2-TZVPD) results for a single C6H12O molecule.

- structure (SMILES) = C[C@H]1CO[C@@H](C)C1
- largest force on an atom (eV/A) = 2.49
- E_LUMO (hartree) = 0.040
- HOMO-LUMO gap (hartree) = 0.3922
- E_tot (eV) = -8462.94495
- relative energy (zero: lowest compared OMol25 entry of this formula, charge and spin) (kcal/mol) = 32.5

Structure (ORCA input):
```
! RIJCOSX wB97M-V def2-TZVPD def2/J DEFGRID3
* xyz 0 1
C 0.55 -0.51 2.19
C -0.48 -0.55 1.06
C -0.99 0.85 0.71
O -1.35 0.80 -0.65
C -0.44 -0.02 -1.38
C 0.61 0.85 -2.04
C 0.15 -1.04 -0.39
H 0.67 0.44 2.74
H 1.28 -0.53 1.40
H 0.74 -1.38 2.83
H -1.28 -1.23 1.30
H -1.89 1.12 1.27
H -0.23 1.63 0.90
H -1.05 -0.47 -2.16
H 0.10 1.65 -2.58
H 1.21 0.25 -2.74
H 1.29 1.27 -1.30
H 1.26 -1.06 -0.52
H -0.17 -2.06 -0.64
*
```